# 1
The ion CH3F3NS with charge +1 at a distorted geometry. Source: the OMol25 dataset; level of theory: wB97M-V/def2-TZVPD.

Values from the calculation:
Charge   +1
HOMO energy   -0.6212 Ha
Energy relative to the best compared isomer or geometry (same formula, charge and spin)   40.7 kcal/mol
LUMO energy   -6.40 eV

Geometry as XYZ:
```
9
Properties=species:S:1:pos:R:3:mulliken_charge:R:1
C 0.97121 0.03199 -0.03239 -0.759
N -0.25076 -0.74710 0.03199 0.267
F -1.28031 1.21713 1.09933 -0.096
F -1.64214 0.94808 -1.14727 -0.103
F 0.07442 -2.16651 0.08550 -0.134
S -1.72971 0.03062 0.15441 0.798
H 0.76153 0.99585 -0.49070 0.359
H 1.69721 -0.48651 -0.66103 0.353
H 1.39855 0.17645 0.96016 0.315
```

***

# 2
An isolated molecule of CH3F3OSi at a distorted geometry. Source: the OMol25 dataset; level of theory: wB97M-V/def2-TZVPD.

Values from the calculation:
HOMO energy   -0.4109 Ha
Energy relative to the best compared isomer or geometry (same formula, charge and spin)   5.0 kcal/mol
LUMO energy   0.52 eV

Geometry as XYZ:
```
9
Properties=species:S:1:pos:R:3:mulliken_charge:R:1
O -0.83561 0.78460 0.03870 -0.477
C -0.30677 -0.59565 0.10165 -0.316
Si -1.28820 -1.67279 1.24682 0.776
F -2.16167 -2.87655 0.56572 -0.294
F -0.33274 -2.57334 2.04452 -0.205
F -1.99793 -0.69451 2.23892 -0.265
H -1.30194 0.93166 0.79524 0.286
H 0.80984 -0.57770 0.32802 0.270
H -0.50382 -0.96489 -0.96877 0.226
```

***

# 3
An isolated molecule of CH3F3OSi at a distorted geometry. Source: the OMol25 dataset; level of theory: wB97M-V/def2-TZVPD.

Values from the calculation:
HOMO energy   -0.4070 Ha
Energy relative to the best compared isomer or geometry (same formula, charge and spin)   15.3 kcal/mol
LUMO energy   0.51 eV

Geometry as XYZ:
```
9
Properties=species:S:1:pos:R:3:mulliken_charge:R:1
O 0.53389 -0.05819 -0.56677 -0.529
C -0.33690 -0.54736 0.72870 -0.382
Si -2.20470 -0.24838 0.19058 0.853
F -2.72376 -1.41022 -0.83912 -0.282
F -3.29373 -0.04466 1.33680 -0.254
F -2.22187 1.01800 -0.77660 -0.247
H 0.36857 0.78555 -0.87070 0.288
H -0.07434 -0.00186 1.61121 0.305
H 0.06874 -1.65871 0.86654 0.247
```

***

# 4
An isolated molecule of CH3FINS at a distorted geometry. Source: the OMol25 dataset; level of theory: wB97M-V/def2-TZVPD.

Values from the calculation:
HOMO energy   -0.3548 Ha
Energy relative to the best compared isomer or geometry (same formula, charge and spin)   8.7 kcal/mol
LUMO energy   -1.34 eV

Geometry as XYZ:
```
8
Properties=species:S:1:pos:R:3:mulliken_charge:R:1
C -0.54609 -0.96791 0.33780 -0.768
N -0.62951 0.44074 0.55766 -0.249
F 0.16003 1.81682 -1.71409 -0.240
S 0.21454 1.63439 -0.04621 0.326
I 2.73547 1.30437 0.07504 -0.020
H -0.72392 -1.46157 1.26264 0.312
H 0.19189 -1.40061 -0.29930 0.330
H -1.40240 -1.36624 -0.17354 0.309
```

***

# 5
A cluster of 2 separate species, CH3FINS in total at a distorted geometry. Source: the OMol25 dataset; level of theory: wB97M-V/def2-TZVPD.

Values from the calculation:
HOMO energy (alpha / beta)   -0.2274 / -0.3692 Ha
Energy relative to the best compared isomer or geometry (same formula, charge and spin)   0.0 kcal/mol
LUMO energy (alpha / beta)   0.36 / -2.41 eV
Spin multiplicity   3

Geometry as XYZ:
```
8
Properties=species:S:1:pos:R:3:mulliken_charge:R:1
C -1.23834 1.11190 0.02165 -0.471
N -1.27029 -0.08528 0.42964 -0.131
F 0.10824 -2.12725 -0.62798 -0.334
S -0.88116 -1.51417 0.68097 0.325
I 2.65781 0.28882 0.48723 -0.123
H -1.46557 2.06742 0.56484 0.289
H 3.08510 -0.93977 -0.53677 0.126
H -0.99580 1.19833 -1.01957 0.319
```

***

# 6
A structure of composition CH3FLiO2 at a distorted geometry. Source: the OMol25 dataset; level of theory: wB97M-V/def2-TZVPD.

Values from the calculation:
Charge   -1
HOMO energy (alpha / beta)   -0.1237 / -0.1119 Ha
Energy relative to the best compared isomer or geometry (same formula, charge and spin)   63.3 kcal/mol
LUMO energy (alpha / beta)   3.15 / 3.14 eV

Geometry as XYZ:
```
8
Properties=species:S:1:pos:R:3:mulliken_charge:R:1
O -0.10584 0.72262 0.19516 -0.725
C -1.21799 -0.10346 0.16925 -0.527
Li 1.35780 0.67263 -0.98864 0.877
H -1.64790 -0.17491 1.18769 0.170
H -2.01916 0.27320 -0.49998 0.211
H -0.95234 -1.13640 -0.13909 0.203
O 1.55210 -0.17935 0.67293 -0.394
F 3.03333 -0.07435 -0.59732 -0.816
```

***

# 7
A cluster of 2 separate species, CH3FN2OS in total at a distorted geometry. Source: the OMol25 dataset; level of theory: wB97M-V/def2-TZVPD.

Values from the calculation:
HOMO energy (alpha / beta)   -0.3260 / -0.3647 Ha
Energy relative to the best compared isomer or geometry (same formula, charge and spin)   101.5 kcal/mol
LUMO energy (alpha / beta)   -1.36 / -1.13 eV

Geometry as XYZ:
```
9
Properties=species:S:1:pos:R:3:mulliken_charge:R:1
C 0.39009 0.08994 0.06318 0.035
N -0.65273 -0.71417 -0.27741 -0.455
N -2.45001 0.54196 -0.12704 0.466
O -2.21599 1.57577 -0.65679 -0.394
F 0.56592 0.45203 1.50858 -0.359
S -3.46884 -0.45356 0.43815 -0.003
H 0.33678 1.04750 -0.44094 0.205
H 1.33805 -0.39731 -0.15253 0.243
H -0.75992 -1.61340 0.10706 0.261
```

***

# 8
A cluster of 2 separate species, CH3FN4O2 in total at a distorted geometry. Source: the OMol25 dataset; level of theory: wB97M-V/def2-TZVPD.

Values from the calculation:
HOMO energy   -0.3825 Ha
Energy relative to the best compared isomer or geometry (same formula, charge and spin)   17.0 kcal/mol
LUMO energy   0.42 eV

Geometry as XYZ:
```
11
Properties=species:S:1:pos:R:3:mulliken_charge:R:1
O -2.09987 1.27517 -1.53757 -0.628
N -1.40762 0.60112 -0.81995 1.085
O -1.11555 -0.65252 -1.17933 -0.534
N -0.82737 0.86292 0.26680 -0.330
F -0.95610 2.21715 0.73396 -0.225
H -0.32954 -1.07931 -0.61811 0.512
N 1.67092 0.48374 0.82949 -0.341
C 1.38872 -0.63370 0.66560 0.438
N 1.00444 -1.59782 0.03337 -0.520
H 1.30882 1.09664 1.45632 0.321
H 1.36314 -2.57338 0.16943 0.222
```